58
Properties=species:S:1:pos:R:3:forces:R:3 method="wB97M-V/def2-TZVPD" e_lumo_ev="-6.688 / -6.673" total_energy_ha=-2485.175223 total_charge=+1 de_lowest_ev=0.775 orbital_gap_ev="4.94 / 4.97" largest_force_ev_per_a=3.57 homo_energy_ev="-11.63 / -11.65"
Pt -1.323244 -0.352404 0.347379 3.3 -0.8 -1.1
F 1.061205 -3.354564 2.650972 0.0 0.0 0.0
F -0.900789 0.942045 3.056770 -0.1 0.1 0.0
F -1.470892 3.764689 -1.872318 -0.1 0.0 0.0
F -0.242406 3.192093 -3.547347 0.0 0.0 -0.1
F 1.192542 -2.269105 4.500208 0.0 0.0 0.1
F 0.603908 3.233048 -1.562532 0.0 0.0 0.0
F -2.177960 -0.744991 3.502430 0.0 0.0 0.0
F -2.353734 -0.272071 -2.680268 0.0 -0.1 0.1
F -2.087228 1.356616 -4.072287 0.0 0.0 0.0
F -3.240101 1.652865 -2.269972 0.0 0.0 0.0
F -0.502827 -0.277883 4.787427 0.0 0.0 0.0
F -0.695066 -3.119746 3.897265 0.0 0.0 0.0
O -0.640301 -1.769852 1.546501 -0.7 -0.5 0.6
O -3.061425 -1.422690 0.246616 -0.8 0.7 0.4
O -1.122511 1.414098 -0.645568 -1.4 0.2 0.0
N 0.671301 -0.228170 -0.050796 -1.5 1.4 -0.2
C 2.049478 -1.040620 -1.798219 0.1 0.1 -0.1
C 2.432406 -1.122299 -3.119168 0.1 -0.1 0.1
C 2.222846 -0.376288 -5.514549 0.0 -0.1 0.0
C 1.255753 -0.402379 2.280146 -0.1 0.3 -0.3
C -0.509052 2.939446 -2.259154 0.2 0.0 0.1
C 3.659358 0.982036 1.592396 -0.1 -0.1 0.1
C 0.282496 0.551618 -2.383555 -0.1 -0.3 -0.1
C -0.882605 1.456884 -1.972778 0.1 0.0 -0.1
C 1.568939 -0.048481 0.896178 0.3 -0.7 0.5
C -2.159829 1.054883 -2.769917 0.1 0.0 -0.1
C 4.150019 1.246868 4.039678 0.1 0.0 0.0
C -4.513603 0.423367 0.646141 0.0 0.0 0.1
C 2.820330 0.602868 0.593364 -0.1 -0.2 0.0
C 1.793607 -0.348322 -4.080015 0.0 0.1 -0.1
C 2.109866 0.050360 3.243039 0.1 -0.1 0.0
C 0.397289 -2.517101 3.447532 0.2 0.1 0.0
C -0.000728 -1.245429 2.629027 0.2 0.0 -0.1
C 0.987595 -0.203217 -1.411506 0.3 -0.1 0.3
C 0.724362 0.467333 -3.687243 0.0 0.0 0.0
C -5.318698 -2.016105 0.319252 0.0 0.0 0.0
C -4.220380 -1.013092 0.406612 0.1 -0.2 -0.1
C -0.920107 -0.321669 3.514458 0.1 -0.2 0.1
C 3.298489 0.745834 2.932278 0.0 0.0 0.0
H 3.030616 0.858195 -0.434704 -0.1 0.1 0.0
H -6.290903 -1.548615 0.194424 0.0 0.0 0.0
H 3.763017 2.221315 4.358966 0.0 0.0 0.0
H 1.549138 -1.010393 -6.094801 0.0 0.0 0.0
H -5.118281 -2.716639 -0.489127 0.0 0.0 0.0
H 2.517907 -1.659147 -1.043795 0.0 0.0 0.0
H 1.892434 -0.134434 4.284401 0.0 0.0 0.0
H -3.734347 0.877389 1.259387 0.0 0.0 0.0
H 2.185248 0.620235 -5.951883 0.0 0.0 0.0
H 4.581241 1.500719 1.369161 0.0 0.1 0.0
H 5.182127 1.390080 3.726559 0.0 0.0 0.0
H 0.236939 1.063694 -4.445370 0.0 0.0 0.0
H -5.317533 -2.586448 1.252050 0.0 0.0 0.0
H 3.234380 -1.790019 -3.405815 0.0 0.0 0.0
H -4.496045 0.920399 -0.328819 0.0 0.0 0.0
H 4.110279 0.585331 4.903138 0.0 0.0 0.0
H -5.494180 0.571458 1.090489 0.0 0.0 0.0
H 3.229687 -0.773605 -5.622735 0.0 0.0 0.0